DFT (ωB97M-V/def2-TZVPD) results for a molecular structure, C29H24Co2NO6 in a non-equilibrium geometry.

Positions of all 62 atoms, in Å:
O1 3.72548 2.67841 -0.13300
C1 2.84860 2.17740 0.42660
Co1 1.46345 1.40202 1.20828
C2 0.73239 2.92494 1.72072
O2 0.20075 3.89545 2.04921
C3 0.28189 1.14032 -0.08511
O3 -0.52803 0.99968 -0.89836
C4 0.67390 0.58474 2.90719
C5 -0.48206 -0.17960 2.81623
C6 -1.81182 -0.10138 3.05487
C7 -2.79526 -0.59594 2.10033
C8 -3.84822 0.25700 1.69152
C9 -4.74169 -0.15460 0.71113
C10 -4.60697 -1.42073 0.12705
C11 -3.57641 -2.27695 0.53960
C12 -2.69152 -1.88071 1.53650
Co2 0.96043 -0.97203 2.07479
C13 2.45030 -0.58277 1.03857
O4 3.41824 -0.95695 0.50241
C14 0.23181 -1.69799 0.64667
O5 -0.12585 -2.19058 -0.33816
C15 1.36096 -2.48570 2.90449
O6 1.58737 -3.50941 3.40214
H1 0.94145 1.07550 3.84969
H2 -2.19831 0.49595 3.87573
H3 -3.89598 1.26671 2.10923
H4 -5.53987 0.52084 0.39802
H5 -5.30508 -1.74303 -0.64695
H6 -3.45938 -3.26747 0.10500
H7 -1.93096 -2.55367 1.93606
C16 0.60004 -2.81519 6.75737
C17 1.37329 -1.61036 7.30791
C18 0.60190 -0.38453 6.80386
N1 -0.76289 -0.86834 6.65698
C19 -1.77688 -0.00175 6.31510
C20 -1.50844 1.24477 5.78302
C21 -2.57569 2.21112 5.44072
C22 -3.96568 1.57219 5.16255
C23 -4.21371 0.27205 5.85198
C24 -3.17656 -0.42408 6.50831
C25 -3.51094 -1.47824 7.37330
C26 -4.80955 -1.97910 7.42236
C27 -5.81295 -1.36996 6.64776
C28 -5.51549 -0.23817 5.88876
C29 -0.77828 -2.29085 6.32439
H8 1.10753 -3.23009 5.88200
H9 0.49400 -3.60863 7.50131
H10 1.36355 -1.61719 8.40435
H11 2.41233 -1.58389 6.97387
H12 0.65076 0.47168 7.49105
H13 1.00158 -0.06589 5.81991
H14 -0.47760 1.58792 5.67746
H15 -2.71211 2.92371 6.27398
H16 -2.25360 2.81865 4.58272
H17 -4.71926 2.30335 5.49169
H18 -4.15308 1.46312 4.08289
H19 -2.74102 -1.89454 8.02330
H20 -5.03134 -2.83833 8.05916
H21 -6.82774 -1.77187 6.65792
H22 -6.30142 0.28136 5.33667
H23 -0.93061 -2.43583 5.23486
H24 -1.58413 -2.82756 6.83414

Force components x, y, z for each atom (eV/Å):
O -2.3451 -1.1201 1.1880
C 3.9601 1.3612 -1.2558
Co -0.7995 -1.3283 1.1617
C -1.2671 2.5400 0.9953
O 1.2940 -2.3114 -0.7787
C -3.0793 -0.5242 -2.6115
O 1.9573 0.3559 1.7693
C -0.7645 1.7447 2.2267
C 1.4218 0.4391 0.1407
C -2.2087 0.4347 -0.7970
C 0.4454 0.2667 0.1796
C -0.0912 0.0799 0.0219
C 0.1289 0.1625 0.1479
C 0.2990 -0.0292 0.1765
C 0.0366 -0.0354 0.3218
C 0.1182 -0.0097 -0.3037
Co 0.2083 -1.5898 -2.7749
C 2.7110 -0.6564 -0.7487
O -2.2653 1.0117 1.0707
C -1.3515 -2.4103 -3.3133
O 0.8512 1.3961 2.4961
C 1.8141 -3.0453 1.9657
O -0.8992 2.8106 -1.4431
H -0.4797 0.6617 -0.4141
H 0.3068 -0.1879 0.1024
H -0.1213 -0.3931 -0.1987
H 0.2675 -0.2502 0.0516
H 0.2179 0.1020 0.2325
H -0.1643 0.2120 0.0618
H -0.2463 0.1047 -0.2875
C 0.0722 -0.1783 -0.3160
C -0.1326 0.3161 0.2712
C 0.0403 -0.2456 -0.3571
N 0.0383 -0.0376 0.8829
C 0.6125 1.7188 -0.8259
C 0.2788 -1.5663 0.9831
C -0.7611 0.5204 0.2827
C 0.2303 0.8382 -0.4853
C -0.0600 -0.7308 0.3760
C -0.6622 0.0137 0.1357
C -0.1888 -0.0706 -0.1436
C -0.1233 0.3738 -0.1991
C 0.2565 -0.2278 0.0738
C 0.1881 -0.1830 0.3429
C -0.0898 -0.1108 -0.1608
H -0.0022 -0.0746 0.2699
H 0.1192 0.0986 -0.1519
H 0.0473 0.0053 -0.2362
H -0.0882 -0.0627 0.1108
H -0.1040 -0.2032 -0.2357
H 0.0535 0.0260 0.2034
H -0.2860 -0.1861 0.0553
H 0.1502 -0.0982 -0.2657
H -0.1515 -0.0366 0.1222
H 0.0963 -0.3198 -0.1130
H 0.1048 -0.0107 0.2554
H -0.2818 0.0896 -0.2356
H -0.0217 0.3566 -0.1803
H 0.3023 0.1470 0.0144
H 0.1582 -0.1395 0.1975
H 0.0125 0.0266 0.2182
H 0.2365 0.1592 -0.2727

Results
total charge = +1
E_HOMO = -10.1 eV
spin multiplicity = 1
total energy = -4390.77578 Ha
relative energy (zero: lowest compared OMol25 entry of this formula, charge and spin) = 0.502 eV

=====

DFT (ωB97M-V/def2-TZVPD) results for a molecular structure, C29H24N11O6Ru in a non-equilibrium geometry.

Positions of all 71 atoms, in Å:
Ru1 -0.33258 0.06398 -0.40876
C1 1.62632 -1.12380 2.01101
N1 1.67185 0.09308 1.19752
C2 1.67201 1.37535 1.91058
C3 0.37998 2.08717 1.66806
N2 -0.62178 1.56034 0.95808
C4 -1.72156 2.43350 1.07166
C5 -3.03735 2.30256 0.64532
C6 -3.89946 3.33336 0.96440
C7 -3.46643 4.44994 1.69724
C8 -2.16830 4.56145 2.15819
C9 -1.31484 3.51949 1.83473
N3 0.02145 3.25172 2.18330
C10 0.35998 -1.87157 1.74760
N4 -0.64521 -1.42334 0.97805
C11 -1.67335 -2.38874 1.03840
C12 -2.96229 -2.41585 0.51354
C13 -3.72793 -3.53155 0.79096
C14 -3.24019 -4.58898 1.56998
C15 -1.97246 -4.55387 2.12268
C16 -1.21998 -3.42947 1.84468
N5 0.06678 -3.05092 2.26117
H1 1.67590 -0.88526 3.07474
H2 2.47866 -1.76917 1.79630
H3 2.43545 0.06091 0.54084
H4 2.51417 1.99462 1.60227
H5 1.77402 1.21912 2.98519
H6 -3.38012 1.41483 0.12333
H7 -4.93735 3.27278 0.66330
H8 -4.17467 5.23343 1.93250
H9 -1.84908 5.40849 2.75262
H10 0.60165 3.83497 2.77189
H11 -3.36063 -1.60373 -0.07363
H12 -4.73761 -3.58588 0.40588
H13 -3.87313 -5.44520 1.76165
H14 -1.60080 -5.35686 2.74652
H15 0.65711 -3.58338 2.88619
N6 2.72010 0.82464 -3.49056
C17 3.57558 -0.07898 -2.91157
C18 2.98911 -0.44990 -1.74005
N7 1.79859 0.23018 -1.60126
C19 1.66029 0.97335 -2.67839
C20 0.41847 1.69048 -2.84524
N8 -0.55456 1.50317 -1.95621
C21 -1.65194 2.23022 -2.38919
C22 -1.31373 2.87010 -3.53114
N9 -0.00635 2.51649 -3.80017
H16 2.87471 1.26536 -4.38627
H17 4.50749 -0.37409 -3.36652
H18 3.35300 -1.16967 -1.02246
H19 -2.59153 2.24231 -1.87233
H20 -1.88110 3.52972 -4.16620
H21 0.52502 2.84842 -4.59248
O1 -2.18124 -0.68725 -1.82275
C23 -1.39158 -1.58930 -2.16210
O2 -0.17787 -1.52128 -1.68765
C24 -1.76576 -2.70945 -3.02516
C25 -2.92523 -2.63086 -3.79045
C26 -3.26428 -3.71493 -4.56334
C27 -2.51872 -4.87783 -4.59077
C28 -1.38558 -4.92070 -3.80168
C29 -0.98142 -3.85943 -3.02799
N10 -0.56976 -6.15704 -3.77287
O3 -0.87890 -7.03467 -4.53858
O4 0.26012 -6.24010 -2.88672
N11 -4.48937 -3.62705 -5.39591
O5 -5.04344 -2.54768 -5.43556
O6 -4.77724 -4.60055 -6.04742
H22 -3.55292 -1.75062 -3.78902
H23 -2.81202 -5.71992 -5.20289
H24 -0.08331 -3.93784 -2.43336

Force components x, y, z for each atom (eV/Å):
Ru 0.6186 -0.6548 -0.4503
C -0.0701 0.0118 -0.0486
N -0.2228 0.0029 0.0931
C -0.0676 -0.0222 -0.0662
C -0.1942 -0.0388 -0.0086
N -0.2260 -0.2174 -0.3962
C 0.2134 -0.1680 0.0848
C -0.0259 -0.1191 -0.0816
C -0.0364 0.0433 0.0188
C -0.0728 0.0013 -0.0123
C 0.0653 0.0976 0.0873
C 0.2179 -0.0224 0.0456
N -0.1420 0.2817 0.1326
C -0.2869 0.1021 -0.2054
N 0.1350 0.2777 -0.0211
C 0.1141 0.0714 0.0717
C -0.0212 0.0568 -0.0289
C -0.0310 -0.0449 0.0170
C 0.0150 -0.0405 0.0380
C -0.0681 -0.1363 0.0841
C 0.2994 0.1514 0.0010
N -0.2214 -0.3380 0.1519
H 0.0150 0.0069 0.0477
H 0.0560 -0.0055 -0.0297
H 0.0877 0.0344 0.0689
H 0.0328 0.0117 -0.0709
H 0.0564 0.0154 0.0730
H -0.0148 0.0565 0.0032
H 0.0341 0.0079 0.0119
H 0.0060 -0.0267 -0.0202
H -0.0194 -0.0376 -0.0249
H -0.0155 -0.0106 0.0149
H -0.0071 0.0025 -0.0244
H 0.0191 -0.0016 0.0088
H -0.0002 0.0254 -0.0179
H -0.0212 0.0228 -0.0259
H 0.0068 0.0028 -0.0033
N 0.0886 -0.0208 -0.1788
C -0.0470 0.0691 0.0096
C -0.0827 0.0027 0.0671
N -0.0275 -0.0437 0.1565
C 0.1029 0.0387 -0.0636
C -0.0911 0.0772 0.0351
N -0.0855 -0.2107 0.1668
C 0.1607 -0.0748 0.0759
C 0.1151 0.0159 -0.0689
N -0.0451 0.1636 -0.2292
H 0.0044 -0.0001 0.0112
H -0.0548 0.0396 -0.0045
H -0.0420 0.0373 -0.0416
H -0.0015 -0.0464 0.0426
H 0.0622 -0.0095 -0.0115
H -0.0080 0.0004 -0.0050
O 0.0054 0.1362 0.3377
C -0.2051 0.0274 -0.0223
O -0.1356 0.4653 0.2637
C 0.1154 -0.0219 0.0195
C -0.0175 0.1284 0.1298
C -0.2315 -0.0934 0.0857
C 0.0078 -0.0965 -0.0603
C 0.2024 0.0305 -0.1946
C 0.0594 0.1447 0.0355
N -0.5281 -0.6318 0.6391
O 0.1835 0.2123 -0.2173
O 0.1581 0.2831 -0.2780
N 0.2235 0.2354 -0.7914
O -0.0375 -0.1253 0.3160
O -0.0655 -0.0751 0.2909
H 0.0000 -0.0145 -0.0219
H -0.0105 -0.0080 -0.0077
H -0.0007 -0.0351 -0.0043

Results
total charge = +3
E_HOMO (alpha / beta) = -17.0 / -16.9 eV
⟨S²⟩ = 6.022
spin multiplicity = 5
total energy = -2267.09791 Ha
relative energy (zero: lowest compared OMol25 entry of this formula, charge and spin) = 0.000 eV